Entry 1:
This record from the OMol25 dataset describes one molecule with the formula C3H5N3O. The level of theory is the ωB97M-V functional and the def2-TZVPD basis.

CARTESIAN COORDINATES (ANGSTROEM)
N (-0.167, -0.203, -1.531)
C (-0.774, -0.383, -0.201)
C (0.127, 0.212, 0.568)
N (0.329, 0.458, 1.907)
C (1.014, 0.622, -0.634)
O (-1.907, -1.099, -0.018)
N (1.404, -0.329, -1.491)
H (-1.828, -1.940, -0.494)
H (-0.505, 0.579, -2.092)
H (1.297, 0.466, 2.196)
H (-0.251, -0.079, 2.536)
H (1.260, 1.695, -0.746)

The energy above the lowest of the compared OMol25 structures with the same formula, charge and spin comes out at 6.260 eV. Its charge is 0. The HOMO energy is -7.95 eV. The value obtained for the LUMO energy is 0.682 eV.

***

Entry 2:
This record from the OMol25 dataset describes a 10-piece molecular cluster, C4H26O10S2 overall in a non-equilibrium geometry. The level of theory is the ωB97M-V functional and the def2-TZVPD basis.

CARTESIAN COORDINATES (ANGSTROEM)
C (-3.107, 2.141, -1.520)
C (-2.507, 0.967, -2.209)
O (-1.328, 0.684, -2.094)
C (-2.979, 2.495, -0.028)
S (-3.788, 1.240, 1.112)
S (-2.229, 0.470, 2.195)
C (-1.555, -0.786, 1.075)
H (-2.668, 2.994, -2.050)
H (-4.187, 2.019, -1.659)
H (-3.104, 0.323, -2.858)
H (-3.420, 3.473, 0.147)
H (-1.950, 2.503, 0.326)
H (-2.278, -1.555, 0.809)
H (-0.709, -1.247, 1.594)
H (-1.112, -0.349, 0.185)
H (-2.393, -1.620, -2.518)
H (-1.601, -2.726, -2.976)
O (-2.535, -2.411, -3.043)
H (0.614, -1.003, -2.138)
H (0.931, -1.878, -1.005)
O (0.319, -1.815, -1.723)
H (4.869, 0.722, -0.514)
H (5.088, -0.546, 0.368)
O (4.603, -0.182, -0.396)
H (4.513, 1.986, 0.821)
H (3.868, 2.068, 2.175)
O (4.624, 2.393, 1.683)
H (3.910, -2.137, -0.242)
H (4.365, -3.669, -0.600)
O (4.144, -3.008, 0.082)
H (0.934, 1.149, -0.980)
H (0.624, 0.682, -2.383)
O (1.359, 0.893, -1.810)
H (0.927, -2.941, 2.891)
H (0.242, -2.945, 4.168)
O (0.084, -3.215, 3.263)
H (3.433, 3.655, -0.484)
H (4.815, 3.458, -1.102)
O (3.972, 2.999, -0.973)
H (0.709, -3.148, 0.632)
H (2.402, -3.171, 0.930)
O (1.518, -2.745, 0.903)

The energy above the lowest of the compared OMol25 structures with the same formula, charge and spin comes out at 2.331 eV. Its charge is 0. The HOMO energy is -9.01 eV. The value obtained for the LUMO energy is 0.080 eV. As for the SMILES: CSSCCC=O.O.O.O.O.O.O.O.O.O.

***

Entry 3:
This record from the OMol25 dataset describes C39H62Cl2INO2PRhSi2 as an isolated structure in a non-equilibrium geometry. The level of theory is the ωB97M-V functional and the def2-TZVPD basis.

CARTESIAN COORDINATES (ANGSTROEM)
Rh (0.073, -0.701, -0.723)
I (-0.335, -1.360, -3.202)
C (2.260, -6.224, -1.547)
C (2.940, -5.038, -2.244)
C (2.322, -3.705, -1.809)
C (2.031, -3.743, -0.311)
C (0.872, -4.728, -0.081)
C (0.842, -5.845, -1.135)
P (1.622, -2.068, 0.427)
C (3.245, -1.117, 0.483)
C (3.403, -0.306, -0.815)
C (4.808, 0.287, -0.896)
C (5.864, -0.815, -1.055)
C (5.399, -2.134, -0.431)
C (4.542, -1.881, 0.805)
C (1.312, -2.385, 2.255)
C (-0.084, -2.937, 2.553)
C (-0.412, -2.753, 4.044)
C (0.814, -2.989, 4.939)
C (1.790, -3.917, 4.231)
C (2.367, -3.232, 2.984)
H (2.815, -6.509, -0.650)
H (2.247, -7.090, -2.212)
H (2.837, -5.127, -3.326)
H (4.010, -5.049, -2.021)
H (1.385, -3.547, -2.341)
H (2.992, -2.892, -2.084)
H (2.934, -4.095, 0.199)
H (-0.077, -4.182, -0.113)
H (0.978, -5.185, 0.903)
H (0.285, -5.525, -2.015)
H (0.324, -6.713, -0.724)
H (3.063, -0.390, 1.289)
H (2.650, 0.490, -0.830)
H (3.229, -0.930, -1.693)
H (5.009, 0.863, 0.011)
H (4.880, 0.981, -1.734)
H (6.792, -0.499, -0.574)
H (6.080, -0.981, -2.111)
H (6.266, -2.736, -0.147)
H (4.832, -2.714, -1.157)
H (5.131, -1.286, 1.506)
H (4.328, -2.833, 1.285)
H (1.318, -1.366, 2.669)
H (-0.134, -3.995, 2.302)
H (-0.836, -2.422, 1.947)
H (-1.200, -3.459, 4.309)
H (-0.796, -1.749, 4.212)
H (0.511, -3.410, 5.900)
H (1.321, -2.046, 5.155)
H (1.272, -4.839, 3.957)
H (2.616, -4.187, 4.891)
H (2.764, -4.009, 2.330)
H (3.192, -2.587, 3.293)
Cl (-2.508, 6.552, -1.201)
C (-1.239, 5.638, -1.971)
C (0.065, 6.064, -1.831)
C (1.086, 5.334, -2.415)
C (0.782, 4.189, -3.130)
C (-0.531, 3.782, -3.287)
Cl (-0.829, 2.378, -4.252)
C (-1.594, 4.497, -2.712)
N (-2.914, 4.199, -2.885)
C (-3.478, 2.956, -3.261)
C (-4.083, 2.857, -4.509)
C (-4.634, 1.663, -4.933)
C (-4.568, 0.549, -4.111)
C (-4.013, 0.658, -2.849)
C (-3.490, 1.863, -2.391)
C (-3.003, 1.985, -0.970)
C (-1.836, 1.049, -0.722)
O (-2.067, -0.103, -0.284)
O (-0.670, 1.435, -0.965)
H (0.278, 6.953, -1.259)
H (2.110, 5.660, -2.320)
H (1.568, 3.605, -3.580)
H (-3.553, 4.880, -2.500)
H (-4.094, 3.729, -5.144)
H (-5.097, 1.599, -5.905)
H (-4.967, -0.397, -4.448)
H (-3.987, -0.201, -2.193)
H (-3.802, 1.702, -0.280)
H (-2.671, 3.002, -0.769)
C (-2.021, 0.413, 2.936)
Si (-0.565, 1.556, 3.386)
C (-1.322, 3.223, 3.927)
C (0.399, 0.850, 4.887)
C (0.611, 1.738, 1.950)
Si (1.890, 3.081, 1.728)
C (2.537, 3.128, -0.063)
C (3.334, 2.669, 2.929)
C (1.291, 4.847, 2.142)
H (-2.479, -0.042, 3.809)
H (-1.709, -0.381, 2.265)
H (-2.793, 0.980, 2.424)
H (-2.055, 3.054, 4.710)
H (-1.833, 3.700, 3.098)
H (-0.585, 3.920, 4.309)
H (-0.281, 0.414, 5.611)
H (0.952, 1.638, 5.385)
H (1.113, 0.086, 4.597)
H (0.524, 1.003, 1.140)
H (3.449, 2.554, -0.183)
H (2.747, 4.146, -0.376)
H (1.794, 2.733, -0.751)
H (3.660, 1.637, 2.844)
H (3.029, 2.828, 3.957)
H (4.192, 3.304, 2.736)
H (0.359, 5.078, 1.638)
H (2.030, 5.570, 1.808)
H (1.143, 5.008, 3.204)

The energy above the lowest of the compared OMol25 structures with the same formula, charge and spin comes out at 0.555 eV. Its charge is 0. The HOMO energy (alpha / beta) is -7.79 / -7.79 eV. The value obtained for the LUMO energy (alpha / beta) is 0.501 / -1.493 eV. The spin multiplicity is 5.

***

Entry 4:
This record from the OMol25 dataset describes one molecule with the formula C9H6OS in a non-equilibrium geometry. The level of theory is the ωB97M-V functional and the def2-TZVPD basis.

CARTESIAN COORDINATES (ANGSTROEM)
C (3.566, -0.269, -0.003)
C (2.126, -0.259, 0.002)
C (1.286, 0.893, 0.027)
C (-0.098, 0.605, 0.024)
C (-1.247, 1.306, -0.233)
C (-2.555, 0.728, -0.211)
C (-2.732, -0.603, 0.144)
C (-1.616, -1.442, -0.009)
C (-0.322, -0.874, -0.092)
H (4.034, -1.279, -0.189)
H (1.912, 1.765, 0.344)
H (-1.165, 2.361, -0.031)
H (-3.286, 1.472, -0.082)
H (-3.839, -0.897, 0.221)
H (-1.727, -2.501, 0.257)
O (4.357, 0.733, -0.032)
S (1.306, -1.739, -0.138)

The energy above the lowest of the compared OMol25 structures with the same formula, charge and spin comes out at 1.667 eV. Its charge is 0. The HOMO energy is -8.58 eV. The value obtained for the LUMO energy is -0.905 eV. As for the SMILES: O=Cc1cc2ccccc2s1.

***

Entry 5:
This record from the OMol25 dataset describes C20H14BrN2RhSe2 as an isolated structure in a non-equilibrium geometry. The level of theory is the ωB97M-V functional and the def2-TZVPD basis.

CARTESIAN COORDINATES (ANGSTROEM)
Rh (-0.029, -8.420, 14.264)
Se (1.843, -9.573, 16.110)
Se (-2.177, -10.238, 14.988)
C (-2.161, -8.739, 16.130)
C (-3.067, -8.373, 17.112)
C (-2.858, -7.246, 17.887)
C (-1.804, -6.410, 17.583)
C (-0.907, -6.897, 16.587)
N (-1.160, -7.929, 15.795)
C (1.629, -10.540, 14.499)
C (2.254, -11.771, 14.161)
C (2.352, -12.149, 12.834)
C (1.745, -11.386, 11.836)
C (0.972, -10.272, 12.243)
N (0.974, -9.906, 13.499)
H (-3.851, -9.099, 17.344)
H (-3.605, -6.931, 18.661)
H (-1.503, -5.534, 18.101)
H (0.014, -6.379, 16.313)
H (2.722, -12.329, 14.934)
H (2.979, -13.033, 12.516)
H (1.741, -11.643, 10.753)
H (0.406, -9.702, 11.534)
Br (3.538, -7.576, 13.053)
C (2.216, -7.182, 11.759)
C (2.743, -7.118, 10.503)
C (2.284, -6.251, 9.510)
C (1.259, -5.431, 9.843)
C (0.542, -5.528, 11.108)
C (-0.435, -4.593, 11.498)
C (-0.965, -4.640, 12.738)
C (-0.644, -5.630, 13.653)
C (0.168, -6.686, 13.252)
C (1.024, -6.508, 12.075)
H (3.656, -7.684, 10.236)
H (2.724, -6.313, 8.496)
H (1.012, -4.620, 9.212)
H (-1.012, -3.989, 10.760)
H (-1.605, -3.777, 13.044)
H (-1.123, -5.641, 14.622)

Its charge is +2. The HOMO energy (alpha / beta) is -14.33 / -14.36 eV. The value obtained for the LUMO energy (alpha / beta) is -6.501 / -9.294 eV. The spin multiplicity is 5.